1) ORCA calculation (ωB97M-V with the def2-TZVPD basis set) on an isolated molecule of C6H9N3O2.

XYZ file:
```
20
Properties=species:S:1:pos:R:3:lowdin_charge:R:1
C 1.672 -0.434 -0.324 -0.257
C 1.666 1.049 0.078 -0.495
C 0.213 -1.150 -0.787 -0.052
C -0.994 -0.552 -0.177 -0.333
C -2.019 0.050 -0.894 -0.023
C -2.432 0.243 1.255 -0.222
H 1.607 -1.501 1.486 0.129
H 3.103 -0.737 0.983 0.068
H 2.317 -0.576 -1.219 0.134
H 0.298 -2.147 -0.483 0.084
H 0.149 -1.111 -1.875 0.111
H -2.288 0.087 -1.903 0.089
H -2.649 0.680 2.265 0.135
H -3.429 1.471 0.062 0.158
H 1.576 2.599 -0.776 0.121
N 2.334 -1.350 0.658 0.001
N -1.231 -0.406 1.180 0.102
N -2.901 0.597 0.094 0.035
O 1.975 1.382 1.209 0.100
O 1.033 1.808 -0.831 0.114
```

## Properties
**HOMO-LUMO gap**: 0.346 hartree
**Net charge**: 0
**Lowest unoccupied orbital energy**: 0.631 eV
**Structure (SMILES)**: N[C@@H](Cc1c[nH]cn1)C(=O)O

=====

2) ORCA calculation (ωB97M-V with the def2-TZVPD basis set) on a structure of composition C6H9N3O2.

XYZ file:
```
20
Properties=species:S:1:pos:R:3:lowdin_charge:R:1
C -2.291 0.271 0.095 -0.540
C 2.702 0.268 -0.176 -0.091
C 1.780 1.305 -0.870 -0.049
C 0.594 0.199 1.469 -0.067
C 1.455 0.602 0.398 -0.196
C 0.057 -0.719 0.456 -0.333
N 0.690 -1.904 0.146 -0.011
N -3.395 -0.202 -0.584 0.154
N -1.131 -0.501 -0.217 0.140
O -2.412 0.969 1.074 0.061
O 0.062 -2.747 -0.570 -0.083
H 2.682 -0.822 -0.638 0.156
H 3.499 0.826 0.254 0.099
H 2.199 2.364 -0.865 0.125
H 1.320 1.111 -1.794 0.080
H 1.038 -0.359 2.335 0.145
H -0.109 0.902 1.939 0.124
H -3.195 -0.343 -1.517 0.064
H -4.301 0.108 -0.188 0.133
H -1.244 -1.328 -0.746 0.090
```

## Properties
**HOMO-LUMO gap**: 0.279 hartree
**Net charge**: 0
**Lowest unoccupied orbital energy**: -0.553 eV

=====

Q: Which of them is the most stable? A: 1).

=====

1) ORCA calculation (ωB97M-V with the def2-TZVPD basis set) on a structure of composition C3H6O6S2.

XYZ file:
```
17
Properties=species:S:1:pos:R:3:lowdin_charge:R:1
C 1.986 1.914 0.071 -0.255
C -0.356 -0.385 -0.579 -0.060
C -1.336 -1.495 -0.248 -0.058
O 2.221 -0.215 -1.379 -0.298
O 3.451 -0.207 0.771 -0.269
O -0.276 1.523 1.428 -0.245
O -1.607 2.139 -0.527 -0.224
O 0.861 2.045 -0.707 -0.253
O 1.039 -0.600 0.684 -0.281
S 2.263 0.086 0.016 0.559
S -0.507 1.466 0.029 0.689
H 2.842 2.428 -0.433 0.145
H 1.842 2.272 1.135 0.135
H 0.317 -0.507 -1.433 0.093
H -1.169 -2.451 -0.768 0.095
H -2.264 -1.041 -0.641 0.095
H -1.550 -1.738 0.862 0.133
```

## Properties
**HOMO-LUMO gap**: 0.376 hartree
**Net charge**: 0
**Lowest unoccupied orbital energy**: -0.813 eV

=====

2) ORCA calculation (ωB97M-V with the def2-TZVPD basis set) on an isolated molecule of C3H6O6S2.

XYZ file:
```
17
Properties=species:S:1:pos:R:3:lowdin_charge:R:1
C 0.034 -1.620 -1.216 -0.203
C 0.400 0.567 1.051 -0.384
C -0.385 1.808 0.749 -0.045
O 1.405 0.239 0.078 -0.203
O 2.138 -0.204 -2.118 -0.244
O -1.947 -0.527 0.436 -0.253
O -0.661 -1.568 2.379 -0.250
O 0.060 -1.871 0.134 -0.223
O -0.060 0.944 -1.922 -0.233
S 0.899 0.002 -1.457 0.687
S -0.712 -0.847 1.116 0.729
H 0.471 -2.442 -1.738 0.131
H -0.849 -1.244 -1.631 0.081
H 0.832 0.528 2.120 0.177
H 0.208 2.386 0.143 0.069
H -0.586 2.263 1.695 0.099
H -1.246 1.587 0.181 0.065
```

## Properties
**HOMO-LUMO gap**: 0.439 hartree
**Net charge**: 0
**Lowest unoccupied orbital energy**: 0.522 eV
**Structure (SMILES)**: C[C@@H]1OS(=O)(=O)COS1(=O)=O

=====

Q: Which of them is the most stable? A: 2).

=====

1) ORCA calculation (ωB97M-V with the def2-TZVPD basis set) on a cluster of 3 separate species, C2H12NO3 in total.

XYZ file:
```
18
Properties=species:S:1:pos:R:3:lowdin_charge:R:1
C 0.494 -1.918 1.202 -0.182
O 1.610 -1.890 0.211 -0.098
C 0.112 -0.393 1.343 -0.071
N 0.030 0.103 -0.109 0.144
H 0.945 -2.308 2.165 0.131
H -0.430 -2.683 1.024 0.163
H 2.260 -2.598 0.308 0.100
H -0.813 -0.225 1.873 0.131
H 0.954 0.067 1.797 0.119
H -0.756 -0.517 -0.514 0.188
H 0.689 0.027 -0.843 0.121
H -0.305 1.049 -0.146 0.068
H 0.807 1.658 -2.658 0.068
H 0.811 3.159 -2.085 0.069
O 0.685 2.222 -1.868 -0.056
H -2.693 1.911 -1.057 0.138
H -2.411 0.728 -0.278 0.055
O -1.989 1.606 -0.366 -0.088
```

## Properties
**HOMO-LUMO gap**: 0.421 hartree
**Net charge**: +1
**Lowest unoccupied orbital energy**: -3.373 eV

=====

2) ORCA calculation (ωB97M-V with the def2-TZVPD basis set) on a cluster of 4 separate species, C2H12NO3 in total.

XYZ file:
```
18
Properties=species:S:1:pos:R:3:lowdin_charge:R:1
C 2.350 0.720 0.080 0.022
C 1.605 -0.982 -1.422 0.139
N 1.279 -0.001 -0.701 0.015
H 1.810 1.265 0.845 0.099
H 2.897 1.381 -0.585 0.103
H 3.017 -0.052 0.443 0.098
H 2.603 -1.354 -1.616 0.127
H 0.825 -1.468 -2.004 0.123
H 0.279 0.262 -0.485 0.110
H 0.175 -1.610 3.056 0.061
H 0.306 -2.484 1.794 0.007
O 0.269 -1.600 2.087 -0.048
H -1.084 2.100 -0.277 0.066
H -2.053 1.099 -0.795 0.044
O -1.109 1.216 -0.621 -0.024
H -4.069 0.218 0.688 0.047
H -4.996 0.538 -0.379 0.049
O -4.104 0.751 -0.108 -0.039
```

## Properties
**HOMO-LUMO gap**: 0.388 hartree
**Net charge**: +1
**Lowest unoccupied orbital energy**: -4.303 eV

=====

3) ORCA calculation (ωB97M-V with the def2-TZVPD basis set) on a cluster of 4 separate species, C2H12NO3 in total.

XYZ file:
```
18
Properties=species:S:1:pos:R:3:lowdin_charge:R:1
C -1.618 0.611 -0.559 -0.140
C -2.069 -0.597 -0.301 0.066
N -0.199 0.819 -0.889 0.152
H -2.159 1.545 -0.548 0.125
H -3.088 -0.729 0.046 0.080
H -1.655 -1.566 -0.550 0.074
H 0.254 -0.037 -1.288 0.092
H 0.298 1.131 -0.019 0.107
H 0.000 1.536 -1.593 0.172
H -0.398 1.869 2.110 0.071
H 1.127 1.902 2.098 0.093
O 0.341 2.004 1.503 -0.054
H 3.098 -0.937 2.168 0.051
H 1.659 -1.293 2.284 0.037
O 2.251 -0.776 1.728 -0.063
H 0.115 -1.894 -2.581 0.062
H 1.288 -2.127 -1.573 0.093
O 0.756 -1.461 -2.037 -0.018
```

## Properties
**HOMO-LUMO gap**: 0.440 hartree
**Net charge**: +1
**Lowest unoccupied orbital energy**: -2.865 eV

=====

Q: Which of them is the most stable? A: 3).

=====

1) ORCA calculation (ωB97M-V with the def2-TZVPD basis set) on a cluster of 3 separate species, C2H12NO3 in total.

XYZ file:
```
18
Properties=species:S:1:pos:R:3:lowdin_charge:R:1
C 1.734 1.639 -0.003 -0.213
O 1.077 1.862 1.233 -0.056
C 1.453 0.151 -0.351 -0.079
N 0.076 -0.211 0.213 0.171
H 2.810 1.725 0.126 0.125
H 1.456 2.288 -0.836 0.128
H 1.268 2.753 1.546 0.116
H 1.329 -0.053 -1.418 0.134
H 2.244 -0.454 0.072 0.129
H -0.468 0.648 0.128 0.131
H 0.325 -0.337 1.186 0.157
H -0.548 -0.923 -0.175 0.096
H -0.731 -3.608 -1.189 0.077
H -1.815 -2.522 -1.253 0.056
O -0.938 -2.703 -0.891 -0.054
H -3.474 0.319 -0.001 0.055
H -3.067 -0.649 1.066 0.051
O -2.732 0.077 0.548 -0.024
```

## Properties
**HOMO-LUMO gap**: 0.438 hartree
**Net charge**: +1
**Lowest unoccupied orbital energy**: -2.968 eV

=====

2) ORCA calculation (ωB97M-V with the def2-TZVPD basis set) on a cluster of 4 separate species, C2H12NO3 in total.

XYZ file:
```
18
Properties=species:S:1:pos:R:3:lowdin_charge:R:1
C 0.723 1.208 -0.556 -0.011
C 1.785 -0.344 0.819 0.173
N 0.707 -0.063 0.177 0.024
H 0.768 1.008 -1.626 0.108
H 1.560 1.839 -0.278 0.098
H -0.159 1.820 -0.364 0.100
H 2.508 0.446 0.949 0.125
H 1.757 -1.319 1.294 0.132
H -0.156 -0.503 0.500 0.120
H -3.320 1.913 -0.193 0.058
H -4.284 0.815 0.239 0.078
O -3.340 1.000 0.097 -0.044
H 3.200 -2.316 -1.794 0.057
H 2.042 -2.199 -2.770 0.057
O 2.276 -1.993 -1.844 -0.083
H -2.168 -0.711 2.476 0.071
H -2.280 -0.059 1.175 -0.001
O -1.620 -0.541 1.698 -0.062
```

## Properties
**HOMO-LUMO gap**: 0.384 hartree
**Net charge**: +1
**Lowest unoccupied orbital energy**: -4.567 eV

=====

Q: Which of them is the most stable? A: 1).

=====

1) ORCA calculation (ωB97M-V with the def2-TZVPD basis set) on a cluster of 2 separate species, C2H10N4 in total.

XYZ file:
```
16
Properties=species:S:1:pos:R:3:lowdin_charge:R:1
N 0.076 1.044 2.000 -0.007
C -0.727 -0.131 1.612 -0.350
N -0.265 -1.545 1.929 -0.054
H 0.452 1.080 2.876 0.013
H -0.299 1.885 1.619 0.053
H -1.703 -0.120 2.229 0.105
H -0.863 -0.052 0.467 0.094
H 0.111 -1.967 1.037 0.045
H 0.577 -1.567 2.620 0.091
N 0.028 -0.964 -2.098 0.049
C 0.702 0.346 -2.007 -0.364
N 0.088 1.440 -1.998 0.059
H 0.555 -1.668 -1.636 0.041
H -0.884 -0.997 -1.696 0.051
H 1.786 0.198 -2.047 0.108
H 0.927 2.088 -1.928 0.066
```

## Properties
**HOMO-LUMO gap**: 0.360 hartree
**Net charge**: 0
**Lowest unoccupied orbital energy**: 0.881 eV
**Structure (SMILES)**: [H]/N=C/N.NCN

=====

2) ORCA calculation (ωB97M-V with the def2-TZVPD basis set) on a cluster of 2 separate species, C2H10N4 in total.

XYZ file:
```
16
Properties=species:S:1:pos:R:3:lowdin_charge:R:1
N -0.299 1.777 1.234 -0.016
C -0.655 2.192 -0.109 -0.402
N -0.565 3.588 -0.424 -0.002
H 0.666 1.829 1.512 0.054
H -0.899 2.176 1.941 0.053
H -0.002 1.591 -0.757 0.101
H -1.571 1.733 -0.451 0.097
H -1.214 4.148 0.106 0.059
H 0.361 3.971 -0.491 0.059
N 1.233 -2.383 -0.299 0.032
C 0.494 -3.549 -0.075 -0.383
N 0.182 -4.287 -1.055 0.061
H 0.759 -1.521 -0.057 0.068
H 1.454 -2.341 -1.290 0.075
H 0.473 -3.875 0.966 0.109
H -0.417 -5.050 -0.750 0.034
```

## Properties
**HOMO-LUMO gap**: 0.362 hartree
**Net charge**: 0
**Lowest unoccupied orbital energy**: 0.915 eV
**Structure (SMILES)**: [H]/N=C/N.NCN

=====

3) ORCA calculation (ωB97M-V with the def2-TZVPD basis set) on a cluster of 2 separate species, C2H10N4 in total.

XYZ file:
```
16
Properties=species:S:1:pos:R:3:lowdin_charge:R:1
N -0.540 1.748 1.175 -0.019
C 0.731 2.079 0.525 -0.398
N 1.585 0.945 0.443 0.006
H -1.001 2.649 1.264 0.058
H -0.453 1.405 2.126 0.060
H 0.479 2.480 -0.464 0.103
H 1.238 2.902 1.011 0.098
H 2.572 1.051 0.575 0.058
H 1.345 0.211 -0.204 0.035
N -1.079 -1.676 0.296 0.091
C -0.661 -2.116 -0.900 -0.420
N -0.152 -1.323 -1.769 0.032
H -1.182 -2.258 1.105 0.090
H -1.107 -0.666 0.352 0.066
H -0.763 -3.198 -1.038 0.112
H -0.434 -1.708 -2.672 0.029
```

## Properties
**HOMO-LUMO gap**: 0.365 hartree
**Net charge**: 0
**Lowest unoccupied orbital energy**: 1.154 eV
**Structure (SMILES)**: [H]/N=C/N.NCN

=====

4) ORCA calculation (ωB97M-V with the def2-TZVPD basis set) on an isolated molecule of C2H10N4.

XYZ file:
```
16
Properties=species:S:1:pos:R:3:lowdin_charge:R:1
C 1.058 -0.144 0.492 -0.266
C -0.871 1.450 -1.650 -0.164
N -0.334 -0.131 0.281 -0.188
N 0.011 0.355 -1.298 -0.087
N -0.948 -1.352 0.310 0.006
N 1.066 -0.401 2.114 -0.022
H -0.201 -0.465 -1.868 0.084
H -0.355 -2.165 0.141 0.082
H -1.539 -1.457 1.123 0.082
H 1.585 -1.185 2.498 0.027
H 0.661 0.382 2.617 0.036
H 1.623 -0.990 0.086 0.104
H 1.507 0.843 0.384 0.099
H -0.595 2.320 -1.052 0.067
H -0.735 1.708 -2.704 0.072
H -1.932 1.232 -1.475 0.068
```

## Properties
**HOMO-LUMO gap**: 0.354 hartree
**Net charge**: 0
**Lowest unoccupied orbital energy**: 1.181 eV
**Structure (SMILES)**: CNN(N)CN

=====

Q: Which of them is the most stable? A: 3).

=====

1) ORCA calculation (ωB97M-V with the def2-TZVPD basis set) on a structure of composition C4H8N2.

XYZ file:
```
14
Properties=species:S:1:pos:R:3:lowdin_charge:R:1
C 0.640 0.001 0.381 0.268
C 1.817 0.072 0.123 -0.023
C -2.184 -0.797 -0.120 0.079
C -2.175 0.758 -0.253 -0.012
N -1.312 0.102 0.621 0.065
N 3.266 0.015 -0.073 0.249
H -2.971 -1.020 0.542 0.135
H -2.028 -1.515 -0.873 0.142
H -1.550 1.292 -0.961 0.151
H -3.010 1.369 -0.055 0.144
H -1.103 0.372 1.584 0.184
H 3.549 -0.757 -0.617 0.164
H 3.836 0.020 0.800 0.212
H 3.691 0.893 -0.541 0.242
```

## Properties
**HOMO-LUMO gap**: 0.358 hartree
**Net charge**: +2
**Lowest unoccupied orbital energy**: -10.989 eV

=====

2) ORCA calculation (ωB97M-V with the def2-TZVPD basis set) on the ion C4H8N2 with charge +2.

XYZ file:
```
14
Properties=species:S:1:pos:R:3:lowdin_charge:R:1
C 0.411 0.374 -0.040 0.139
C 1.575 0.137 0.011 0.014
C -1.906 -0.167 0.719 -0.053
C -1.976 -0.412 -0.767 0.124
N -1.052 0.662 -0.040 0.011
N 2.957 -0.090 0.027 0.242
H -2.799 0.467 1.025 0.177
H -1.651 -0.916 1.471 0.163
H -1.334 -1.156 -1.076 0.104
H -2.726 -0.150 -1.442 0.129
H -1.421 1.659 -0.193 0.252
H 3.587 0.831 -0.131 0.285
H 3.172 -0.836 -0.598 0.176
H 3.162 -0.403 1.035 0.237
```

## Properties
**HOMO-LUMO gap**: 0.462 hartree
**Net charge**: +2
**Lowest unoccupied orbital energy**: -7.967 eV
**Structure (SMILES)**: [NH3+]C#C[NH+]1CC1

=====

Q: Which of them is the most stable? A: 2).

=====

1) ORCA calculation (ωB97M-V with the def2-TZVPD basis set) on an isolated molecule of C6H9NO4.

XYZ file:
```
20
Properties=species:S:1:pos:R:3:lowdin_charge:R:1
C 1.404 0.714 -1.263 0.074
C 1.279 0.724 0.077 -0.350
C 0.081 1.309 0.688 -0.055
C -1.405 0.664 0.594 -0.297
C 2.347 0.185 0.972 -0.045
C -2.571 -1.381 -0.246 -0.040
N 0.332 2.419 1.354 -0.282
O 1.471 2.856 1.310 0.047
O -0.595 3.085 2.042 0.141
O -2.394 1.222 1.133 0.040
O -1.463 -0.508 -0.080 -0.056
H 2.354 0.421 -1.701 0.066
H 0.629 1.152 -1.939 0.087
H 3.093 -0.421 0.488 0.074
H 2.912 1.142 1.240 0.107
H 1.816 -0.246 1.805 0.081
H -3.324 -1.230 0.567 0.103
H -2.160 -2.398 -0.101 0.098
H -2.999 -1.262 -1.273 0.109
H -1.459 2.655 2.028 0.098
```

## Properties
**HOMO-LUMO gap**: 0.337 hartree
**Net charge**: 0
**Lowest unoccupied orbital energy**: 0.147 eV

=====

2) ORCA calculation (ωB97M-V with the def2-TZVPD basis set) on a structure of composition C6H9NO4.

XYZ file:
```
20
Properties=species:S:1:pos:R:3:lowdin_charge:R:1
C 2.211 -0.064 -0.259 -0.450
C -2.154 -0.173 -0.443 -0.072
C -1.375 1.156 -0.491 -0.113
C 0.298 -0.651 1.413 -0.023
C -0.795 -0.838 -0.603 -0.348
C 0.947 0.639 0.048 -0.367
N -0.125 0.418 -0.793 0.004
O 3.243 0.361 0.224 0.114
O 2.196 -1.213 -0.955 0.146
O -0.333 -1.559 0.541 -0.110
O 1.107 1.907 0.489 0.074
H -2.709 -0.473 0.428 0.105
H -2.843 -0.465 -1.387 0.155
H -1.691 2.003 -1.242 0.158
H -1.481 1.506 0.459 0.073
H 1.138 -1.130 1.938 0.104
H -0.414 -0.064 2.164 0.141
H -0.677 -1.565 -1.427 0.154
H 1.482 -1.835 -1.062 0.106
H 1.975 2.040 0.958 0.149
```

## Properties
**HOMO-LUMO gap**: 0.344 hartree
**Net charge**: 0
**Lowest unoccupied orbital energy**: 0.653 eV

=====

Q: Which of them is the most stable? A: 2).

=====

1) ORCA calculation (ωB97M-V with the def2-TZVPD basis set) on a cluster of 2 separate species, C2HBrN2O in total.

XYZ file:
```
7
Properties=species:S:1:pos:R:3:lowdin_charge:R:1
C -0.149 -1.907 1.137 -0.058
C 0.163 0.963 -1.049 -0.673
N 0.126 -0.810 0.973 0.040
N 0.161 2.060 -0.583 -0.214
O 0.056 3.053 0.038 0.022
Br 0.136 -0.517 -1.981 0.831
H -0.495 -2.842 1.464 0.052
```

## Properties
**HOMO-LUMO gap**: 0.348 hartree
**Net charge**: 0
**Lowest unoccupied orbital energy**: 0.346 eV
**Structure (SMILES)**: [O-][N+]#CBr.C#N

=====

2) ORCA calculation (ωB97M-V with the def2-TZVPD basis set) on an isolated molecule of C2HBrN2O.

XYZ file:
```
7
Properties=species:S:1:pos:R:3:lowdin_charge:R:1
C 1.187 -0.246 -0.046 -0.376
C -1.231 0.236 -0.022 -0.633
N 0.868 1.041 0.044 0.017
N -0.461 1.121 0.096 -0.008
O 0.377 -1.155 0.111 -0.003
Br -2.899 -0.416 0.031 0.891
H 2.159 -0.581 -0.214 0.112
```

## Properties
**HOMO-LUMO gap**: 0.333 hartree
**Net charge**: 0
**Lowest unoccupied orbital energy**: -0.440 eV

=====

Q: Which of them is the most stable? A: 2).